74
Properties=species:S:1:pos:R:3:mulliken_charge:R:1 method="wB97M-V/def2-TZVPD" gap_ev="9.874 / 4.486" e_homo_ev="-12.383 / -12.383" total_charge=+1 multiplicity=2
Tl -2.33167 2.13067 -2.13151 0.936
F -0.33169 0.44692 -0.89601 -0.017
C 1.69335 2.87431 0.88565 -0.315
O 0.68381 3.58403 1.64419 -0.379
C -0.37327 4.19181 0.85841 0.632
O -0.72830 3.83313 -0.27153 -0.476
O -1.10262 5.04259 1.69817 -0.331
C -0.65180 5.55992 2.93150 -0.632
H 2.30189 2.31611 1.59711 0.287
H 2.27045 3.46311 0.17264 0.377
H 1.19030 2.06149 0.36185 -0.064
H -1.55815 5.55368 3.53697 0.257
H -0.33591 6.60057 2.85828 0.280
H 0.08228 4.92542 3.42812 0.296
C -4.26061 2.42790 3.94769 -0.621
O -4.09596 2.17453 2.55784 -0.320
C -3.05230 1.72236 1.97137 0.810
O -2.93883 1.34574 0.75904 -0.463
O -2.09502 1.59272 2.90734 -0.390
C -0.88152 0.92261 2.61456 0.700
H -5.16849 2.90496 4.31685 0.296
H -3.46025 3.08278 4.29215 0.222
H -4.14616 1.49302 4.49634 0.291
H -0.30889 0.54946 3.46365 0.398
H -0.14725 1.49868 2.05145 -0.344
H -1.08181 0.09981 1.92829 -0.412
C -2.33321 -1.95952 0.76843 -0.207
O -2.91543 -2.49297 -0.44460 -0.247
C -3.57324 -1.73544 -1.33096 0.696
O -3.51330 -0.51187 -1.58654 -0.448
O -4.47824 -2.58072 -1.88974 -0.302
C -5.46204 -1.97894 -2.71828 -0.712
H -1.50369 -1.33783 0.43153 -0.342
H -2.03096 -2.70605 1.50290 0.271
H -3.11511 -1.40075 1.28273 0.361
H -6.28328 -1.46757 -2.21610 0.311
H -5.98403 -2.81447 -3.18466 0.257
H -5.06673 -1.27894 -3.45437 0.303
C 5.83246 -0.67708 3.39777 -0.761
O 5.37420 -1.04539 2.11933 -0.350
C 4.30291 -0.48779 1.70060 0.796
O 3.67874 0.43193 2.29387 -0.637
O 4.08679 -0.93306 0.46703 -0.451
C 3.06001 -0.39437 -0.32271 -0.139
H 5.48836 0.27399 3.80419 0.333
H 6.89728 -0.80707 3.59111 0.297
H 5.48622 -1.39176 4.14441 0.316
H 3.18219 -0.77382 -1.33720 0.211
H 3.40317 0.62022 -0.52510 0.137
H 2.01741 -0.39702 -0.00480 0.186
C 3.55817 3.21610 -2.10943 -0.649
O 2.18735 3.24657 -2.54893 -0.284
C 1.57790 2.11701 -3.09279 0.845
O 0.36551 2.05320 -3.37495 -0.624
O 2.36160 1.04872 -3.09725 -0.290
C 1.92603 -0.15896 -3.64889 -0.712
H 4.19939 3.31119 -2.98573 0.361
H 3.93102 2.23610 -1.81165 0.125
H 3.80392 3.92737 -1.32089 0.403
H 1.48969 -0.06587 -4.64340 0.412
H 1.21347 -0.66277 -2.99581 0.107
H 2.74924 -0.87312 -3.66842 0.352
C -1.22602 -7.57231 -2.27771 -0.655
O -0.97795 -6.40016 -1.52068 -0.333
C -0.15728 -5.41673 -1.87684 0.771
O 0.59800 -5.45562 -2.82131 -0.583
O -0.34827 -4.37101 -1.10848 -0.238
C 0.19362 -3.05963 -1.48745 -0.488
H -2.29267 -7.68680 -2.47073 0.250
H -1.00665 -8.51575 -1.77784 0.260
H -0.75150 -7.51260 -3.25719 0.331
H -0.47292 -2.39849 -0.93362 -0.154
H 0.16849 -2.73871 -2.52882 0.432
H 1.18781 -2.81978 -1.11042 0.462

58
Properties=species:S:1:pos:R:3:mulliken_charge:R:1 method="wB97M-V/def2-TZVPD" gap_ev=5.313 e_homo_ev=-1.780 total_charge=-2 e_above_lowest_kj_mol=0.0
Rb -0.39440 -1.04253 -1.33756 0.769
I -8.75322 0.19496 1.04225 -0.070
C -6.91910 -0.46047 0.26763 -0.286
C -6.89605 -1.31782 -0.82215 -0.399
C -5.67851 -1.73912 -1.31340 -0.354
I -5.63517 -3.03998 -2.95394 -0.047
C -4.40020 -1.34633 -0.78157 0.225
O -3.30770 -1.73737 -1.25191 -0.535
C -4.50155 -0.45884 0.35907 0.119
C -3.23845 0.02312 1.01325 -0.549
N -2.57900 1.05387 0.21056 -0.184
C -1.52898 1.74964 0.93540 -0.009
C -0.70168 2.59198 -0.00150 0.128
C -0.59069 3.97177 0.12806 -0.707
C 0.20433 4.66405 -0.77563 -0.193
C 0.85552 3.96213 -1.77522 -0.816
C 0.68976 2.57971 -1.83564 -0.452
N -0.07097 1.92364 -0.96564 0.305
C -5.72321 -0.04365 0.84736 -0.264
H -7.81507 -1.65606 -1.28199 0.308
H -2.52798 -0.79746 1.14234 0.184
H -3.48727 0.39946 2.02141 0.343
H -3.27307 1.70803 -0.13297 0.298
H -0.87597 0.99008 1.37524 -0.130
H -1.91537 2.37820 1.75765 0.244
H -1.11631 4.48622 0.92364 0.350
H 0.31088 5.74072 -0.69743 0.369
H 1.48732 4.46479 -2.49653 0.387
H 1.17481 1.93538 -2.57580 0.559
H -5.74193 0.61720 1.70808 0.320
O 1.30329 -2.58650 0.55270 -0.765
C 1.02915 -1.83248 1.50924 0.247
O 0.07504 -1.02461 1.60061 -0.613
C 1.97627 -1.88731 2.71824 0.039
C 3.10902 -2.69225 2.69179 -0.265
C 3.96790 -2.73927 3.78205 -0.496
C 3.69916 -1.98016 4.91456 -0.305
C 2.56883 -1.17254 4.94724 -0.524
C 1.71580 -1.12714 3.85299 -0.158
H 3.29046 -3.26855 1.79352 0.414
H 4.85242 -3.36603 3.75171 0.353
H 4.36951 -2.01535 5.76641 0.345
H 2.35619 -0.57559 5.82751 0.356
H 0.83050 -0.50411 3.84460 0.366
C 3.44419 0.18289 -1.54039 -1.092
C 2.95989 -0.27852 -2.93848 1.802
C 3.28754 -1.78652 -3.05896 -1.708
C 3.79985 0.47534 -3.99999 -1.834
O 1.63086 -0.04541 -3.11121 -0.937
H 4.50780 -0.02748 -1.36896 0.410
H 2.86383 -0.33076 -0.76970 0.070
H 3.28496 1.25939 -1.42587 0.260
H 4.36135 -1.99918 -2.97117 0.346
H 2.93207 -2.14985 -4.02727 0.381
H 2.76446 -2.33288 -2.26969 0.312
H 4.88068 0.31671 -3.88647 0.362
H 3.59344 1.54707 -3.92109 0.332
H 3.49477 0.14573 -4.99695 0.391

15
Properties=species:S:1:pos:R:3:mulliken_charge:R:1 method="wB97M-V/def2-TZVPD" gap_ev=11.108 e_homo_ev=-11.102 smiles=O.O.O.O.O e_above_lowest_kj_mol=133.8
O 2.45384 0.64507 1.30558 -0.647
H 3.25047 1.08572 1.43632 0.287
H 2.44940 0.58426 0.33839 0.320
O -0.92205 1.37469 -1.46659 -0.635
H -0.96489 1.11531 -2.36581 0.294
H -0.51038 2.24721 -1.50852 0.306
O -2.79550 -1.26356 0.32585 -0.613
H -2.26402 -1.64658 -0.36044 0.287
H -2.00694 -1.08552 0.77780 0.327
O 0.86218 -1.83098 -0.16664 -0.661
H 0.29533 -1.73876 -0.97421 0.265
H 0.54911 -1.15819 0.42530 0.419
O -0.32872 0.32870 0.99717 -0.682
H 0.52225 0.73508 1.11721 0.320
H -0.59009 0.60757 0.11858 0.412

140
Properties=species:S:1:pos:R:3:mulliken_charge:R:1 method="wB97M-V/def2-TZVPD" gap_ev=6.182 e_homo_ev=-3.071 total_charge=-2 e_above_lowest_kj_mol=28.5
Sr 0.02285 0.05347 -0.68044 3.592
C 0.48206 2.55178 2.70764 -1.455
C 1.52817 3.00652 1.85562 0.378
C 0.94096 3.26209 0.58591 0.539
C -0.43755 2.89730 0.68910 -0.775
C -0.72450 2.48673 2.00291 0.052
C -2.09628 2.17026 2.55741 2.788
C -1.98757 1.42638 3.89270 -2.033
C -2.86030 3.48408 2.79495 -2.092
C -2.89347 1.30665 1.57308 -1.408
C 1.43520 4.04754 -0.63787 3.311
C 2.32069 5.23306 -0.22655 -2.131
C 2.19083 3.17824 -1.65378 -1.329
C 0.24673 4.67577 -1.38923 -2.019
C 2.97576 3.01085 2.37146 2.815
C 4.00065 2.62141 1.29708 -1.766
C 3.15933 1.96129 3.48980 -2.128
C 3.34665 4.36516 3.00438 -1.939
H 0.60135 2.30728 3.75307 0.326
H -1.20503 3.16986 -0.02580 0.398
H -1.52010 2.05955 4.64894 0.365
H -1.38106 0.52490 3.77971 0.036
H -2.97940 1.13738 4.25278 0.496
H -2.29874 4.12895 3.47375 0.378
H -3.84782 3.29234 3.22995 0.507
H -2.99653 4.01978 1.85338 0.278
H -2.38319 0.35715 1.38953 -0.150
H -3.01348 1.81291 0.61321 0.079
H -3.89072 1.08435 1.96444 0.577
H 3.26681 4.90809 0.19384 0.336
H 1.80128 5.83851 0.51865 0.335
H 2.54117 5.86203 -1.09504 0.478
H 3.07942 2.73503 -1.21304 -0.034
H 2.49497 3.77420 -2.52094 0.517
H 1.55357 2.36411 -2.01320 -0.211
H -0.35150 5.29129 -0.71534 0.395
H -0.40084 3.92094 -1.83784 -0.095
H 0.61912 5.31005 -2.19923 0.484
H 3.72277 1.66454 0.84919 0.011
H 4.98958 2.50876 1.74972 0.584
H 4.08903 3.35331 0.49767 0.200
H 2.85230 0.96798 3.15961 0.268
H 2.59981 2.22086 4.38839 0.330
H 4.21402 1.90637 3.76993 0.547
H 3.35042 5.17829 2.28129 0.218
H 4.33700 4.31098 3.46866 0.474
H 2.61838 4.61348 3.77954 0.356
O 0.72551 -0.07694 1.55431 1.526
H 0.76335 0.82534 1.96611 -0.568
H 1.49615 -0.59182 1.89159 -0.171
I -1.45519 -7.08063 3.88721 0.075
C -1.17384 -5.02656 3.54780 -0.452
C -1.85340 -4.10273 4.32306 -0.510
C -1.67474 -2.75560 4.04848 -0.592
C -0.81361 -2.39798 3.02262 0.207
N -0.15691 -3.29472 2.29028 0.764
C -0.32744 -4.58769 2.54213 -0.840
H -2.50822 -4.42589 5.12105 0.413
H -2.19652 -1.99722 4.61679 0.550
H -0.62269 -1.36113 2.76962 -0.378
H 0.23228 -5.27892 1.92230 0.533
Cl -1.00051 -4.84518 -3.67470 -0.219
C -1.47160 -3.66185 -2.43766 1.151
Cl -0.34400 -3.63852 -1.07588 0.003
H -2.45527 -3.93068 -2.07261 0.195
H -1.46945 -2.67690 -2.89113 -1.062
F 3.30866 -1.43199 -4.77164 -0.290
C 2.42506 -0.88421 -3.91748 0.061
F 1.19791 -1.23391 -4.33822 -0.180
F 2.51627 0.45487 -4.04880 -0.284
C 2.62025 -1.30326 -2.42346 0.466
O 1.56086 -0.95185 -1.70156 -0.592
C 3.93081 -0.61775 -1.89798 -0.006
F 3.71396 0.68177 -1.65630 -0.219
F 4.96744 -0.69164 -2.75341 -0.306
F 4.32293 -1.17212 -0.73336 -0.278
C 2.88619 -2.85367 -2.38953 0.015
F 2.02683 -3.50786 -3.18282 -0.246
F 4.12510 -3.19512 -2.79553 -0.298
F 2.73993 -3.31775 -1.14385 -0.120
C -6.49504 -2.44684 -2.73686 -1.707
C -5.24821 -2.23746 -1.91343 -0.147
C -4.99887 -3.01650 -0.79168 -1.138
C -3.84664 -2.77336 -0.04250 0.069
C -3.55756 -3.61482 1.17270 -0.928
C -2.96157 -1.78854 -0.43342 1.202
C -3.12805 -1.00519 -1.60970 -2.247
C -4.34536 -1.26071 -2.30379 -0.773
N -2.13512 -0.14926 -1.95678 1.947
C -2.23849 0.66167 -3.16313 2.263
C -0.94549 1.48670 -3.30468 -1.500
C -0.96961 2.40037 -4.53408 0.743
C -2.14496 3.37369 -4.43925 -1.533
C -3.44095 2.57063 -4.32806 0.290
C -3.61057 1.67571 -5.56026 -1.475
C -2.40810 0.73431 -5.69144 0.012
C -1.12111 1.55349 -5.79902 -1.437
C -2.31612 -0.17633 -4.46374 -0.846
C -3.38600 1.69490 -3.07491 -0.864
H -7.10432 -3.25699 -2.33491 0.416
H -6.24059 -2.69028 -3.77086 0.305
H -7.10479 -1.54020 -2.75544 0.314
H -5.69335 -3.79438 -0.49305 0.255
H -4.21498 -4.48463 1.20343 0.424
H -3.69861 -3.04339 2.09127 0.255
H -2.52541 -3.96335 1.15018 -0.036
H -2.06190 -1.62433 0.15867 -0.382
H -4.61668 -0.69766 -3.18293 0.814
H -0.09335 0.80494 -3.39088 -0.708
H -0.81567 2.09497 -2.40168 -1.390
H -0.02854 2.95848 -4.58053 0.572
H -2.17105 4.01882 -5.32464 0.603
H -2.03179 4.01940 -3.56267 0.451
H -4.29112 3.25857 -4.25460 0.306
H -3.70180 2.28950 -6.46368 0.605
H -4.53191 1.09114 -5.46135 0.525
H -2.53055 0.12064 -6.59109 0.322
H -1.15264 2.19846 -6.68410 0.622
H -0.26483 0.88003 -5.90106 0.385
H -1.40179 -0.77630 -4.52496 -0.003
H -3.14945 -0.87411 -4.45143 0.886
H -4.34541 1.20288 -2.92642 0.805
H -3.20278 2.31048 -2.18699 0.020
N 2.70983 -2.11556 2.09158 -0.134
C 3.51903 -2.72730 3.08926 0.348
C 2.94063 -3.31452 4.21500 -0.158
C 3.73664 -3.91304 5.17974 -1.051
C 5.11594 -3.91633 5.04775 -0.025
C 5.69789 -3.30662 3.95088 -0.644
C 4.90671 -2.71239 2.97685 -0.278
S 6.12209 -4.79824 6.25446 1.291
O 5.91338 -6.20136 5.90644 -0.694
O 7.48367 -4.32373 6.02808 -0.729
O 5.56537 -4.42337 7.55069 -0.714
H 1.86817 -2.65064 1.88947 -0.129
H 3.24212 -1.97641 1.24153 -0.214
H 1.86392 -3.29368 4.33163 0.333
H 3.30020 -4.38786 6.04989 0.366
H 6.77776 -3.31601 3.87375 0.461
H 5.35889 -2.23974 2.11030 0.443

8
Properties=species:S:1:pos:R:3:mulliken_charge:R:1 method="wB97M-V/def2-TZVPD" gap_ev="5.359 / 8.317" e_homo_ev="-4.831 / -10.835" multiplicity=3 e_above_lowest_kj_mol=280.1
C 0.91747 0.26808 -0.41162 -0.317
C -1.10808 0.10610 0.23631 -0.190
N 2.04767 -0.08137 -0.24568 -0.396
Cl -1.27016 -0.45137 1.83582 -0.066
Br -1.76651 -1.15669 -1.06785 -0.020
H -1.68606 1.06726 0.17557 0.323
H 0.47213 0.89443 -1.13151 0.385
H 2.39354 -0.64644 0.60896 0.280

60
Properties=species:S:1:pos:R:3:mulliken_charge:R:1 method="wB97M-V/def2-TZVPD" gap_ev=6.302 e_homo_ev=-10.658 total_charge=+1 e_above_lowest_kj_mol=131.9
C 6.29207 1.64949 -1.78662 -1.039
N 4.87216 1.44794 -1.92280 -0.001
C 4.41047 0.21431 -1.34397 -1.078
C 2.95175 -0.03013 -1.70699 -0.583
N 2.13514 1.10308 -1.30207 0.604
C 0.77486 0.90952 -1.14447 -0.420
C 0.03428 -0.16982 -1.66018 0.025
C -1.31854 0.13066 -2.25795 -1.315
C -2.15747 0.97559 -1.29755 0.100
C -1.40740 2.22120 -0.81612 -1.069
C 0.01543 1.92251 -0.31945 -0.554
C 2.61602 2.40386 -1.80758 -0.438
C 4.10455 2.61317 -1.56838 -0.933
H 6.61014 2.47703 -2.42814 0.316
H 6.59219 1.89322 -0.75375 0.385
H 6.82610 0.74276 -2.09109 0.340
H 5.03277 -0.58793 -1.76612 0.505
H 4.53661 0.19679 -0.24248 0.307
H 2.88551 -0.17054 -2.80312 0.330
H 2.60886 -0.94013 -1.19655 0.328
H 0.59493 -0.90692 -2.25172 0.913
H -1.14624 0.71820 -3.18224 0.431
H -1.84527 -0.78940 -2.55339 0.395
H -3.10062 1.27094 -1.78287 0.439
H -2.41212 0.34599 -0.43225 -0.262
H -1.37059 2.96903 -1.62463 0.314
H -1.97372 2.68940 0.00139 0.461
H -0.05654 1.47729 0.69437 -0.002
H 0.58933 2.85169 -0.21399 0.519
H 2.46497 2.45828 -2.90422 0.276
H 2.07400 3.23286 -1.33808 0.347
H 4.29576 2.92379 -0.52139 0.349
H 4.46995 3.42579 -2.21481 0.428
C -6.78549 -2.34789 2.14189 -0.441
C -6.21198 -2.80259 0.94820 -0.710
C -4.85997 -2.57429 0.67250 -0.499
C -4.02935 -1.87296 1.57987 0.611
C -2.63779 -1.61877 1.25854 1.419
O -2.00082 -0.96552 2.26912 -0.417
C -0.62496 -0.85287 2.23231 -0.018
C 0.11030 -1.25403 1.10719 0.519
C 1.51226 -1.37282 1.29838 -0.217
C 2.10109 -0.81711 2.42513 -0.756
C 1.32997 -0.28639 3.46811 -0.610
C -0.05179 -0.33689 3.39255 -0.550
C -0.59800 -1.54385 -0.10151 0.137
C -1.96514 -1.89602 0.08153 -1.522
C -4.62461 -1.42811 2.79547 -0.403
C -5.97398 -1.66579 3.06444 -0.590
H -7.84546 -2.52461 2.36197 0.385
H -6.82729 -3.34113 0.22564 0.384
H -4.41551 -2.93731 -0.25356 0.293
H 2.12107 -1.89505 0.55372 0.575
H 3.18985 -0.77504 2.50782 0.430
H 1.79365 0.15573 4.35629 0.404
H -0.70702 0.02389 4.18014 0.473
H -0.05582 -2.09672 -0.87443 0.502
H -2.51557 -2.43821 -0.68797 0.395
H -4.02365 -0.88800 3.52937 0.402
H -6.40336 -1.31719 4.00652 0.387

Largest force on an atom
In order: 4.63, 0.07, 3.39, 2.57, 8.47, 2.04
Unit: eV/Å